<P>
{"formula": "C3H7N2S", "method": "ωB97M-V with the def2-TZVPD basis set", "symbols": ["C", "N", "C", "N", "C", "S", "H", "H", "H", "H", "H", "H", "H"], "coordinates": [[-0.190, -1.922, -0.155], [0.369, -1.156, -0.988], [0.782, 0.129, -0.985], [0.270, 1.143, 0.159], [-0.911, 0.614, 0.849], [-0.634, -1.366, 1.434], [-0.243, -3.015, -0.299], [1.804, -0.067, -0.739], [0.808, 0.556, -1.958], [0.973, 1.361, 0.768], [0.007, 2.009, -0.191], [-1.098, 0.992, 1.800], [-1.936, 0.721, 0.304]], "lowdin_charge": [-0.488, -0.025, -0.128, 0.085, -0.231, 0.930, 0.099, 0.142, 0.136, 0.133, 0.146, 0.048, 0.152], "smiles": "C1=NC[NH2+]CS1", "charge": 1, "homo_lumo_gap_ha": 0.36165}

<Q>
{"formula": "C3H7N2S", "method": "ωB97M-V with the def2-TZVPD basis set", "symbols": ["C", "N", "N", "C", "S", "C", "H", "H", "H", "H", "H", "H", "H"], "coordinates": [[1.168, 0.874, 0.194], [0.508, 1.236, -0.859], [-0.777, 0.445, -1.002], [-0.917, -1.018, -0.547], [-0.713, -1.450, 1.242], [0.788, -0.143, 1.256], [2.086, 1.327, 0.438], [-1.352, 1.243, -0.446], [-0.957, 0.362, -2.084], [-2.055, -1.107, -0.779], [-0.060, -1.619, -1.073], [0.598, 0.532, 2.093], [1.683, -0.684, 1.565]], "lowdin_charge": [-0.124, 0.081, -0.048, -0.454, 0.861, -0.333, 0.121, 0.248, 0.218, 0.125, 0.136, 0.086, 0.082], "smiles": "C1=N[NH2+]CSC1", "charge": 1, "homo_lumo_gap_ha": 0.37344}

<R>
{"formula": "C3H7N2S", "method": "ωB97M-V with the def2-TZVPD basis set", "symbols": ["C", "C", "C", "N", "N", "S", "H", "H", "H", "H", "H", "H", "H"], "coordinates": [[1.442, 0.728, 1.463], [0.596, -0.188, 1.075], [0.935, 1.316, -0.938], [-2.161, -2.761, -0.279], [0.480, 1.146, 0.437], [-2.389, -1.207, -0.082], [2.291, 1.256, 1.865], [0.208, 0.875, -1.564], [1.205, 2.358, -1.134], [1.856, 0.781, -0.998], [-2.823, -3.228, 0.302], [-1.395, -2.982, -0.823], [-0.244, 1.907, 0.676]], "lowdin_charge": [-0.027, 0.025, -0.034, -0.297, -0.219, 0.867, 0.118, 0.073, 0.109, 0.087, 0.059, 0.041, 0.198], "charge": 1, "homo_lumo_gap_ha": [0.19048, 0.26525]}

Which is most stable, and by how much? <P>, by 0.995 eV.

<P>
{"formula": "C64H65BrClMnN2OP2S", "method": "ωB97M-V with the def2-TZVPD basis set", "symbols": ["Mn", "C", "C", "C", "C", "C", "C", "C", "C", "C", "C", "C", "C", "C", "C", "C", "N", "H", "H", "H", "H", "H", "H", "H", "H", "H", "H", "C", "S", "C", "C", "C", "N", "P", "C", "C", "C", "C", "C", "C", "C", "C", "C", "C", "C", "C", "P", "C", "C", "C", "C", "C", "C", "C", "C", "C", "C", "C", "C", "H", "H", "H", "H", "H", "H", "H", "H", "H", "H", "H", "H", "H", "H", "H", "H", "H", "H", "H", "H", "H", "H", "H", "H", "H", "H", "H", "H", "H", "C", "C", "C", "C", "C", "C", "C", "Br", "C", "O", "C", "C", "C", "C", "C", "C", "H", "H", "H", "H", "H", "H", "H", "H", "H", "H", "H", "H", "H", "H", "H", "H", "H", "H", "H", "H", "Cl", "C", "C", "C", "C", "C", "C", "C", "H", "H", "H", "H", "H", "H"], "coordinates": [[-0.662, 0.674, 0.889], [-0.399, 4.725, 2.642], [-0.496, 4.434, 3.999], [-0.526, 3.112, 4.408], [-0.452, 2.086, 3.461], [-0.340, 2.346, 2.084], [-0.323, 3.695, 1.716], [-0.520, 0.655, 3.886], [-0.577, 0.265, 5.258], [-0.637, -1.046, 5.592], [-0.649, -2.033, 4.579], [-0.710, -3.422, 4.847], [-0.705, -4.322, 3.824], [-0.646, -3.866, 2.484], [-0.596, -2.535, 2.203], [-0.591, -1.580, 3.249], [-0.516, -0.252, 2.938], [-0.404, 5.758, 2.309], [-0.568, 5.230, 4.730], [-0.620, 2.899, 5.466], [-0.290, 3.949, 0.662], [-0.568, 1.021, 6.028], [-0.672, -1.351, 6.633], [-0.767, -3.755, 5.877], [-0.759, -5.382, 4.034], [-0.648, -4.580, 1.670], [-0.584, -2.179, 1.181], [8.682, 1.149, 1.126], [7.494, 2.462, 1.469], [5.978, 1.488, 1.306], [4.770, 2.337, 1.669], [3.465, 1.556, 1.529], [3.207, 0.946, 0.167], [2.306, -0.571, 0.455], [3.409, -1.437, 1.668], [4.744, -1.757, 1.422], [5.486, -2.469, 2.352], [4.906, -2.878, 3.549], [3.587, -2.552, 3.814], [2.849, -1.833, 2.879], [2.683, -1.637, -0.988], [1.684, -2.536, -1.349], [1.891, -3.464, -2.362], [3.110, -3.504, -3.022], [4.118, -2.616, -2.663], [3.903, -1.692, -1.652], [2.082, 2.094, -0.622], [3.058, 3.660, -0.606], [2.497, 4.788, -0.026], [3.158, 6.014, -0.089], [4.384, 6.109, -0.725], [4.956, 4.977, -1.305], [4.292, 3.766, -1.254], [2.166, 1.907, -2.448], [3.081, 1.202, -3.213], [2.963, 1.161, -4.598], [1.938, 1.846, -5.231], [1.032, 2.582, -4.475], [1.139, 2.603, -3.095], [9.680, 1.580, 1.189], [8.533, 0.746, 0.123], [8.592, 0.348, 1.861], [6.054, 0.618, 1.961], [5.895, 1.142, 0.273], [4.771, 3.245, 1.074], [4.840, 2.647, 2.716], [2.617, 2.180, 1.843], [3.526, 0.749, 2.253], [5.221, -1.437, 0.506], [6.520, -2.709, 2.138], [5.483, -3.445, 4.268], [3.124, -2.851, 4.746], [1.826, -1.567, 3.101], [0.719, -2.498, -0.854], [1.094, -4.140, -2.643], [3.275, -4.218, -3.819], [5.073, -2.641, -3.176], [4.692, -0.998, -1.386], [1.549, 4.708, 0.493], [2.710, 6.890, 0.362], [4.898, 7.061, -0.773], [5.918, 5.046, -1.797], [4.733, 2.887, -1.711], [3.902, 0.696, -2.735], [3.673, 0.581, -5.177], [1.841, 1.807, -6.309], [0.227, 3.121, -4.960], [0.406, 3.151, -2.509], [-4.101, -5.229, -3.333], [-4.018, -3.793, -3.871], [-5.418, -3.334, -4.305], [-3.112, -3.794, -5.101], [-3.490, -2.866, -2.776], [-2.358, -2.081, -2.928], [-1.948, -1.279, -1.875], [-0.479, -0.100, -2.142], [-2.580, -1.218, -0.626], [-2.077, -0.518, 0.351], [-3.799, -1.940, -0.511], [-4.187, -2.747, -1.569], [-4.692, -1.743, 0.719], [-3.961, -2.149, 2.004], [-5.089, -0.257, 0.799], [-5.978, -2.567, 0.634], [-4.449, -5.912, -4.115], [-4.791, -5.298, -2.490], [-3.119, -5.565, -2.992], [-5.798, -3.968, -5.114], [-5.388, -2.301, -4.658], [-6.127, -3.382, -3.476], [-3.521, -4.472, -5.854], [-2.103, -4.133, -4.853], [-3.041, -2.801, -5.548], [-1.791, -2.060, -3.849], [-5.111, -3.301, -1.470], [-3.106, -1.499, 2.176], [-3.606, -3.183, 1.948], [-4.640, -2.064, 2.859], [-4.217, 0.390, 0.879], [-5.734, -0.092, 1.668], [-5.635, 0.051, -0.096], [-5.776, -3.643, 0.598], [-6.576, -2.293, -0.238], [-6.579, -2.369, 1.524], [-8.669, 3.816, -1.716], [-6.977, 3.440, -1.360], [-6.506, 3.487, -0.051], [-5.190, 3.191, 0.234], [-4.235, 2.827, -0.784], [-2.913, 2.512, -0.497], [-4.784, 2.793, -2.115], [-6.102, 3.091, -2.385], [-7.189, 3.763, 0.746], [-4.844, 3.238, 1.263], [-2.572, 2.570, 0.530], [-2.205, 2.270, -1.283], [-4.125, 2.517, -2.933], [-6.475, 3.050, -3.403]], "lowdin_spin": [4.645, -0.001, 0.011, -0.002, 0.014, 0.019, 0.018, 0.011, 0.001, 0.003, 0.002, 0.001, 0.000, 0.001, 0.001, 0.006, 0.048, 0.000, 0.001, 0.000, 0.002, 0.000, 0.000, 0.000, 0.000, 0.000, 0.001, 0.000, 0.000, 0.000, 0.000, 0.000, 0.000, 0.020, 0.003, 0.001, 0.000, 0.000, 0.000, 0.000, 0.003, 0.000, 0.000, 0.000, 0.000, 0.001, 0.019, 0.004, 0.001, 0.000, 0.000, 0.000, 0.001, 0.001, 0.001, 0.000, 0.000, 0.000, 0.000, 0.000, 0.000, 0.000, 0.000, 0.000, 0.000, 0.000, 0.000, 0.000, 0.000, 0.000, 0.000, 0.000, 0.000, 0.000, 0.000, 0.000, 0.000, 0.000, 0.000, 0.000, 0.000, 0.000, 0.000, 0.000, 0.000, 0.000, 0.000, 0.000, 0.000, 0.001, 0.000, 0.000, 0.005, 0.000, 0.007, 0.028, 0.009, 0.068, 0.005, -0.001, 0.001, 0.000, 0.000, 0.000, 0.000, 0.000, 0.000, 0.000, 0.000, 0.000, 0.000, 0.000, 0.000, 0.000, 0.000, 0.000, 0.000, 0.000, 0.000, 0.000, 0.000, 0.000, 0.000, 0.000, 0.001, 0.004, 0.000, 0.003, 0.004, 0.016, 0.003, 0.000, 0.000, 0.000, 0.005, 0.002, 0.000, 0.000], "s_squared": 8.76, "charge": -1, "spin_multiplicity": 6, "homo_lumo_gap_ha": [0.12952, 0.12672]}

<Q>
{"formula": "C64H65BrClMnN2OP2S", "method": "ωB97M-V with the def2-TZVPD basis set", "symbols": ["Mn", "C", "C", "C", "C", "C", "C", "C", "C", "C", "C", "C", "C", "C", "C", "C", "N", "H", "H", "H", "H", "H", "H", "H", "H", "H", "H", "C", "S", "C", "C", "C", "N", "P", "C", "C", "C", "C", "C", "C", "C", "C", "C", "C", "C", "C", "P", "C", "C", "C", "C", "C", "C", "C", "C", "C", "C", "C", "C", "H", "H", "H", "H", "H", "H", "H", "H", "H", "H", "H", "H", "H", "H", "H", "H", "H", "H", "H", "H", "H", "H", "H", "H", "H", "H", "H", "H", "H", "C", "C", "C", "C", "C", "C", "C", "Br", "C", "O", "C", "C", "C", "C", "C", "C", "H", "H", "H", "H", "H", "H", "H", "H", "H", "H", "H", "H", "H", "H", "H", "H", "H", "H", "H", "H", "Cl", "C", "C", "C", "C", "C", "C", "C", "H", "H", "H", "H", "H", "H"], "coordinates": [[0.060, -0.123, 0.467], [-1.101, -2.708, 3.735], [-1.626, -1.795, 4.644], [-1.609, -0.441, 4.357], [-1.059, 0.034, 3.156], [-0.618, -0.897, 2.210], [-0.625, -2.252, 2.512], [-0.835, 1.457, 2.875], [-0.977, 2.426, 3.855], [-0.623, 3.744, 3.625], [-0.115, 4.100, 2.344], [0.291, 5.402, 2.023], [0.776, 5.733, 0.762], [0.839, 4.747, -0.210], [0.425, 3.451, 0.086], [-0.021, 3.068, 1.356], [-0.348, 1.757, 1.617], [-1.087, -3.769, 3.961], [-2.046, -2.139, 5.582], [-2.017, 0.254, 5.081], [-0.265, -2.970, 1.785], [-1.343, 2.136, 4.830], [-0.711, 4.497, 4.398], [0.224, 6.161, 2.796], [1.097, 6.745, 0.544], [1.195, 4.977, -1.209], [0.440, 2.701, -0.691], [2.619, 1.975, -7.251], [0.830, 2.096, -7.428], [0.480, 3.317, -6.133], [0.697, 2.879, -4.685], [0.030, 1.540, -4.353], [-0.192, 1.311, -2.911], [0.932, 0.521, -1.883], [2.541, 1.407, -2.097], [3.274, 1.290, -3.280], [4.487, 1.936, -3.437], [5.009, 2.697, -2.396], [4.313, 2.794, -1.205], [3.088, 2.150, -1.058], [1.424, -1.034, -2.719], [2.652, -1.602, -2.365], [3.087, -2.770, -2.965], [2.300, -3.402, -3.921], [1.070, -2.863, -4.258], [0.637, -1.686, -3.657], [-1.599, 1.947, -2.113], [-1.839, 3.641, -2.809], [-1.623, 4.711, -1.945], [-1.822, 6.021, -2.372], [-2.253, 6.271, -3.664], [-2.502, 5.208, -4.528], [-2.306, 3.907, -4.099], [-3.033, 1.164, -2.958], [-2.974, -0.015, -3.686], [-4.127, -0.623, -4.168], [-5.366, -0.057, -3.917], [-5.443, 1.121, -3.181], [-4.290, 1.724, -2.708], [2.986, 1.367, -8.077], [2.899, 1.500, -6.316], [3.076, 2.964, -7.309], [-0.566, 3.592, -6.289], [1.079, 4.204, -6.350], [0.273, 3.653, -4.046], [1.761, 2.846, -4.456], [0.608, 0.718, -4.776], [-0.947, 1.497, -4.844], [2.905, 0.653, -4.074], [5.037, 1.833, -4.366], [5.961, 3.200, -2.514], [4.715, 3.366, -0.377], [2.561, 2.242, -0.121], [3.266, -1.135, -1.607], [4.032, -3.202, -2.661], [2.639, -4.318, -4.388], [0.442, -3.351, -4.994], [-0.323, -1.275, -3.939], [-1.285, 4.520, -0.933], [-1.638, 6.840, -1.686], [-2.409, 7.289, -3.999], [-2.860, 5.397, -5.534], [-2.534, 3.086, -4.770], [-2.015, -0.478, -3.873], [-4.052, -1.548, -4.727], [-6.268, -0.532, -4.284], [-6.407, 1.567, -2.969], [-4.366, 2.638, -2.128], [7.368, -3.916, 1.474], [6.068, -4.583, 1.942], [5.959, -5.943, 1.252], [6.141, -4.818, 3.458], [4.876, -3.683, 1.619], [3.781, -4.104, 0.879], [2.747, -3.225, 0.617], [1.250, -3.897, -0.343], [2.719, -1.875, 1.037], [1.788, -1.081, 0.592], [3.787, -1.484, 1.898], [4.824, -2.385, 2.117], [3.896, -0.147, 2.664], [5.125, 0.626, 2.164], [4.055, -0.454, 4.163], [2.684, 0.778, 2.557], [8.228, -4.552, 1.703], [7.522, -2.952, 1.963], [7.344, -3.743, 0.396], [6.836, -6.548, 1.493], [5.909, -5.836, 0.165], [5.074, -6.492, 1.582], [7.001, -5.446, 3.710], [5.234, -5.313, 3.811], [6.237, -3.875, 3.999], [3.710, -5.109, 0.488], [5.645, -2.055, 2.746], [6.051, 0.062, 2.299], [5.219, 1.570, 2.709], [5.022, 0.856, 1.099], [4.953, -1.037, 4.377], [3.190, -1.016, 4.525], [4.116, 0.481, 4.728], [2.491, 1.071, 1.532], [2.875, 1.683, 3.143], [1.785, 0.308, 2.951], [-3.833, -6.550, 0.168], [-3.229, -4.912, 0.024], [-3.589, -3.964, 0.965], [-3.107, -2.669, 0.846], [-2.262, -2.293, -0.202], [-1.768, -0.908, -0.341], [-1.927, -3.279, -1.135], [-2.398, -4.579, -1.031], [-4.237, -4.238, 1.787], [-3.377, -1.931, 1.593], [-2.479, -0.179, 0.045], [-1.599, -0.707, -1.400], [-1.267, -3.021, -1.958], [-2.120, -5.330, -1.760]], "lowdin_spin": [4.115, 0.033, 0.012, 0.024, 0.001, -0.128, -0.005, 0.165, 0.033, 0.213, 0.014, 0.082, 0.037, 0.068, 0.059, 0.020, 0.192, 0.002, 0.000, 0.000, -0.002, -0.004, 0.014, 0.003, 0.001, 0.004, 0.003, 0.000, 0.000, 0.000, 0.000, 0.000, -0.001, 0.011, 0.000, 0.000, 0.000, 0.000, 0.000, 0.001, 0.002, 0.000, 0.000, 0.001, 0.000, 0.001, 0.006, 0.001, 0.002, 0.001, 0.000, 0.000, 0.000, 0.000, 0.000, 0.000, 0.000, 0.000, 0.000, 0.000, 0.000, 0.000, 0.000, 0.000, 0.000, 0.000, 0.000, 0.000, 0.000, 0.000, 0.000, 0.000, 0.001, 0.000, 0.000, 0.000, 0.000, 0.000, 0.002, 0.000, 0.000, 0.000, 0.000, 0.000, 0.000, 0.000, 0.000, 0.000, 0.000, 0.001, 0.000, 0.000, 0.005, 0.000, 0.007, 0.001, 0.010, 0.076, 0.006, -0.001, 0.001, 0.000, 0.000, 0.002, 0.000, 0.000, 0.000, 0.000, 0.000, 0.000, 0.000, 0.000, 0.000, 0.000, 0.000, 0.000, 0.000, 0.000, 0.000, 0.000, 0.000, 0.002, 0.000, 0.001, -0.003, -0.010, 0.002, -0.009, 0.004, -0.082, -0.009, 0.002, 0.000, 0.000, 0.007, 0.001, 0.000, 0.000], "s_squared": 8.99, "charge": -1, "spin_multiplicity": 6, "homo_lumo_gap_ha": [0.15558, 0.25890]}

Which is most stable, and by how much? <Q>, by 1.060 eV.